No. 1
4 unconnected molecules or ions with the total composition C5H18O3 at a distorted geometry. Source: OMol25; level of theory: ωB97M-V with the def2-TZVPD basis set.

Calculated values
- HOMO-LUMO gap: 10.951 eV
- SMILES string: CCCCC.O.O.O
- Electronic energy: -11618.4931 eV

```
! RIJCOSX wB97M-V def2-TZVPD def2/J DEFGRID3
* xyz 0 1
C 1.1524 -0.9582 -0.2181
C 0.0370 -0.5278 0.8010
C -1.3358 -0.6229 0.2317
C -1.4807 0.3075 -0.9204
C -1.6844 1.6858 -0.3861
H 2.1325 -0.7374 0.1893
H 1.1076 -2.0264 -0.5569
H 1.0545 -0.4449 -1.1614
H 0.2096 -1.1364 1.7386
H 0.3521 0.4002 1.2655
H -1.4682 -1.6531 -0.2267
H -2.1163 -0.5400 1.0390
H -0.7235 0.0573 -1.6740
H -2.4355 -0.1593 -1.4837
H -1.8775 2.4279 -1.1946
H -2.6782 1.8148 0.0855
H -1.0862 2.0485 0.4471
O 1.2323 1.8995 -1.4080
H 1.3116 2.5627 -2.1287
H 0.6210 2.3872 -0.7816
O 2.4009 1.8618 1.2264
H 3.2432 2.1225 1.6498
H 2.5580 1.7145 0.2980
O -0.5317 -4.1692 0.9954
H -0.0098 -3.3706 1.0914
H 0.0152 -4.9439 1.0812
*
```

No. 2
C5H10IP in the gas phase at a distorted geometry. Source: OMol25; level of theory: ωB97M-V with the def2-TZVPD basis set.

Calculated values
- HOMO-LUMO gap: 9.802 eV
- SMILES string: CC[C@@]1(I)C[C@H]1P
- Electronic energy: -22734.3520 eV

```
! RIJCOSX wB97M-V def2-TZVPD def2/J DEFGRID3
* xyz 0 1
C -0.9884 -0.2947 2.0499
C -0.8050 -0.6906 0.5689
C -0.5212 0.5522 -0.3296
I -2.1236 1.9408 -0.5745
C 0.8725 1.1344 -0.2234
C 0.4051 0.3816 -1.3851
P 0.9968 -1.3796 -1.6697
H -0.1120 0.4187 2.2698
H -1.0812 -1.1681 2.6244
H -1.8892 0.2639 2.1533
H -1.6399 -1.2139 0.1736
H 0.1232 -1.2613 0.4198
H 1.6793 0.7208 0.2686
H 1.0110 2.1560 -0.2461
H 0.2159 0.9994 -2.2305
H 2.1481 -1.3349 -1.0282
H 1.7087 -1.2247 -2.8412
*
```

No. 3
C4H4F2O2 in the gas phase at a distorted geometry. Source: OMol25; level of theory: ωB97M-V with the def2-TZVPD basis set.

Calculated values
- HOMO-LUMO gap: 11.037 eV
- SMILES string: C=C(F)[C@@H](F)C(=O)O
- Electronic energy: -13740.6253 eV

```
! RIJCOSX wB97M-V def2-TZVPD def2/J DEFGRID3
* xyz 0 1
C -0.7105 -0.7517 -1.7157
C -0.2543 -0.7568 -0.4896
F -0.7522 -1.6612 0.4093
C 0.8487 0.0303 0.2277
F 1.2753 0.8981 -0.6813
C 0.2576 0.6783 1.3628
O -0.1437 0.1086 2.3888
O -0.1581 1.8586 1.0061
H -0.0734 -0.3032 -2.7505
H -1.4399 -1.5459 -2.0289
H 1.6095 -0.7107 0.4651
H -0.4592 2.1556 1.8063
*
```